No. 1
{"formula": "C20H48BF4N2O10S5", "method": "ωB97M-V with the def2-TZVPD basis set", "total_charge": 1, "energy_ev": -110690.700, "homo_ev": -11.46, "multiplicity": 1, "de_lowest_ev": 2.572, "largest_force_ev_per_a": 3.6, "symbols": ["N", "H", "H", "H", "H", "N", "H", "H", "H", "H", "B", "F", "F", "F", "F", "C", "C", "C", "S", "O", "O", "C", "H", "H", "H", "H", "H", "H", "H", "H", "C", "C", "C", "S", "O", "O", "C", "H", "H", "H", "H", "H", "H", "H", "H", "C", "C", "C", "S", "O", "O", "C", "H", "H", "H", "H", "H", "H", "H", "H", "C", "C", "C", "S", "O", "O", "C", "H", "H", "H", "H", "H", "H", "H", "H", "C", "C", "C", "S", "O", "O", "C", "H", "H", "H", "H", "H", "H", "H", "H"], "coordinates": [[-4.8612, -0.1532, 11.2525], [-5.0517, -0.3832, 12.2173], [-5.6637, 0.3959, 10.9795], [-4.7140, -0.8982, 10.5867], [-4.0020, 0.3777, 11.2459], [-1.1211, 0.6670, 15.5917], [-0.2987, 0.4594, 16.1401], [-0.8428, 0.9341, 14.6582], [-1.6428, 1.4560, 15.9455], [-1.7209, -0.0958, 15.3117], [-1.2708, 2.4518, 11.6688], [-2.4617, 2.2858, 12.3454], [-1.1947, 3.7124, 11.2164], [-0.2665, 2.3280, 12.5521], [-1.1959, 1.4274, 10.7406], [-0.4704, 4.7010, 5.3551], [0.5961, 4.3876, 6.5110], [1.2711, 5.7446, 6.9099], [1.5917, 6.5608, 5.3078], [2.7585, 5.9408, 4.7312], [1.4627, 8.0143, 5.5443], [0.0273, 5.9411, 4.5274], [-1.4463, 4.9119, 5.7926], [-0.5183, 3.8286, 4.7034], [1.3189, 3.6116, 6.2593], [-0.0274, 3.9356, 7.2824], [2.2312, 5.7775, 7.4248], [0.4746, 6.1809, 7.5126], [0.1264, 5.8884, 3.4432], [-0.7219, 6.7112, 4.7113], [-5.6312, 6.9574, 15.3164], [-6.0087, 6.7806, 16.8036], [-4.7101, 6.2699, 17.5898], [-3.4599, 5.8295, 16.3704], [-2.9847, 4.4665, 16.5168], [-2.5750, 6.9808, 16.2695], [-4.6260, 5.9543, 14.9014], [-5.1544, 7.9277, 15.1773], [-6.5779, 7.0232, 14.7803], [-6.7327, 5.9669, 16.8486], [-6.5168, 7.6418, 17.2375], [-4.8688, 5.3598, 18.1682], [-4.3118, 6.9531, 18.3400], [-5.0259, 4.9609, 14.6981], [-3.9775, 6.2436, 14.0745], [-2.7930, 8.6079, 10.0363], [-3.5648, 7.7214, 9.0634], [-4.7496, 8.5739, 8.6961], [-5.3644, 9.3818, 10.2990], [-6.2949, 8.5303, 11.0871], [-5.7297, 10.7621, 10.0164], [-3.6615, 9.3784, 11.0228], [-2.1912, 9.2709, 9.4147], [-2.0763, 7.9244, 10.4915], [-3.7772, 6.7890, 9.5865], [-2.9595, 7.4892, 8.1871], [-5.5434, 8.0328, 8.1811], [-4.2828, 9.3702, 8.1163], [-3.6372, 9.1696, 12.0924], [-3.3764, 10.4248, 10.9140], [4.9264, 1.5348, 13.5551], [4.9474, 2.1462, 14.9409], [6.2213, 1.6468, 15.6191], [6.6427, 0.0233, 14.8105], [6.4278, -1.1231, 15.6962], [7.9260, 0.1786, 14.0882], [5.2318, 0.0844, 13.6282], [5.6863, 2.0678, 12.9836], [4.0428, 1.7036, 12.9395], [4.0282, 1.8796, 15.4627], [5.1031, 3.2241, 14.8968], [6.2944, 1.4196, 16.6826], [7.0574, 2.3215, 15.4352], [4.3639, -0.4266, 14.0450], [5.5835, -0.5574, 12.8204], [1.4865, -5.2290, 10.4818], [2.2402, -3.9754, 10.2355], [1.2125, -2.8822, 10.1283], [0.1344, -3.2044, 11.6201], [-1.2706, -3.0652, 11.1325], [0.6918, -2.4360, 12.7385], [0.6327, -4.9935, 11.7118], [1.9993, -6.1846, 10.5909], [0.7929, -5.4100, 9.6606], [2.7719, -4.2298, 9.3186], [2.9580, -3.7918, 11.0350], [0.6087, -2.9507, 9.2234], [1.5554, -1.8485, 10.1708], [-0.3613, -5.4326, 11.7968], [1.1220, -5.1229, 12.6771]], "forces_ev_per_a": [[-0.1, 0.5, 0.1], [0.2, -1.0, 0.3], [-0.1, 0.6, -0.6], [-0.2, -0.9, 0.2], [0.7, 1.1, 0.0], [-0.2, 0.4, -1.4], [0.1, -0.4, 0.3], [1.0, 1.0, -0.9], [-0.4, 0.4, 0.5], [-0.3, -0.8, 1.0], [0.1, 0.0, -0.4], [-2.5, -0.7, 1.2], [-0.3, 1.7, -1.7], [2.3, -1.1, 2.5], [-0.1, -0.6, -1.1], [2.2, 0.1, -0.4], [-0.3, 0.2, -0.4], [-1.0, -1.3, -0.6], [-2.0, 1.4, 1.6], [-0.3, 0.4, -0.1], [0.6, -2.0, -0.9], [-0.4, 0.3, 0.9], [0.1, 0.0, -0.1], [-0.3, 0.0, 0.1], [0.0, 0.2, -0.5], [0.4, 0.3, 0.5], [-0.2, -0.5, 0.1], [0.4, 1.0, -0.2], [0.3, -0.5, 0.2], [0.4, 0.4, -0.1], [-0.5, 1.8, 0.7], [1.2, -1.4, 0.3], [-1.0, -0.1, 0.4], [-1.2, 1.6, -1.3], [0.1, 0.3, 0.2], [0.0, -1.2, 0.1], [1.1, -1.3, 0.4], [-0.1, 0.2, 0.1], [0.3, -0.4, -0.5], [0.0, -0.1, 0.1], [0.5, 0.1, 0.0], [-0.4, -0.1, -0.2], [0.2, 0.4, -0.5], [0.0, -0.1, 0.2], [-0.1, 0.1, 0.0], [1.5, -1.1, -0.1], [-0.4, 0.0, 1.0], [-0.5, -0.3, 0.5], [-0.2, -0.6, 0.3], [1.7, 1.1, -1.6], [0.0, -1.1, 0.2], [-0.4, 0.9, -0.8], [-0.1, 0.4, 0.3], [0.1, 0.4, 0.5], [-0.5, -0.1, -0.2], [0.0, 0.0, 0.0], [-0.2, 0.4, 0.1], [-0.8, 0.4, -0.1], [-0.2, -0.6, -0.3], [-0.2, 0.1, 0.2], [0.5, 1.1, -2.1], [0.2, -0.1, 0.6], [1.0, -1.2, 0.0], [0.6, -0.3, -0.4], [0.4, 1.2, -0.6], [-2.1, -0.3, 1.1], [0.7, -1.2, 1.2], [0.4, -0.2, -0.1], [-0.4, 0.1, 0.5], [0.1, 0.2, 0.3], [-0.7, 0.0, -0.1], [-0.8, 0.1, 0.1], [0.0, -0.2, -0.3], [0.2, -0.2, 0.5], [-0.1, 0.8, -0.6], [-2.0, -1.4, 0.8], [1.2, -0.3, -0.7], [-0.5, 0.5, 0.5], [0.3, 0.6, -2.4], [1.9, -0.2, 1.7], [-1.2, -0.7, -0.6], [-1.4, 1.1, 1.2], [0.6, 0.4, 0.1], [0.0, 0.1, -0.3], [0.3, 1.0, -0.1], [0.1, 0.1, 0.0], [-0.2, -0.3, 0.2], [0.2, -0.1, 0.3], [0.2, -0.6, -0.4], [0.3, 0.1, -0.1]], "mulliken_charge": [-0.40, 0.38, 0.39, 0.39, 0.22, -0.34, 0.39, 0.21, 0.33, 0.39, 0.63, -0.48, -0.31, -0.39, -0.43, -0.59, -0.58, -0.59, 1.03, -0.61, -0.63, -0.64, 0.33, 0.26, 0.34, 0.28, 0.44, 0.22, 0.45, 0.29, -0.53, -0.65, -0.68, 1.10, -0.64, -0.63, -0.71, 0.25, 0.39, 0.28, 0.37, 0.36, 0.37, 0.33, 0.39, -0.73, -0.50, -0.73, 1.03, -0.62, -0.63, -0.54, 0.36, 0.34, 0.33, 0.25, 0.41, 0.35, 0.39, 0.29, -0.66, -0.52, -0.67, 1.06, -0.64, -0.63, -0.63, 0.30, 0.41, 0.25, 0.29, 0.39, 0.34, 0.28, 0.42, -0.63, -0.48, -0.72, 1.03, -0.66, -0.61, -0.70, 0.36, 0.29, 0.31, 0.29, 0.35, 0.42, 0.39, 0.36]}

=====

No. 2
{"formula": "C20H49B3Cl2N4O7P", "method": "ωB97M-V with the def2-TZVPD basis set", "total_charge": 1, "energy_ev": -78185.431, "homo_ev": -9.70, "multiplicity": 1, "largest_force_ev_per_a": 4.4, "symbols": ["N", "P", "B", "O", "B", "O", "B", "C", "C", "O", "O", "O", "H", "H", "H", "H", "H", "H", "H", "Cl", "C", "C", "Cl", "H", "H", "H", "H", "C", "C", "C", "N", "C", "C", "C", "C", "C", "C", "H", "H", "H", "H", "H", "H", "H", "H", "H", "H", "H", "H", "H", "H", "H", "H", "H", "H", "H", "H", "C", "N", "O", "O", "H", "H", "H", "C", "C", "N", "C", "C", "C", "C", "H", "H", "H", "H", "H", "H", "H", "H", "H", "H", "H", "H", "H", "H", "H"], "coordinates": [[-0.7807, -4.3074, -3.7506], [-1.5705, -5.4895, -4.5477], [-1.4774, -7.1229, -3.5514], [-2.5906, -8.0601, -3.4159], [-2.8962, -7.9736, -1.9842], [-1.8146, -8.2597, -1.0442], [-0.7339, -7.3868, -1.4193], [-0.0244, -6.2737, -0.4778], [0.2020, -6.7255, 1.0345], [0.0036, -7.9173, 1.3280], [0.6590, -5.7431, 1.9713], [-0.2807, -7.4980, -2.8094], [-1.4483, -3.5721, -3.4735], [-2.9584, -5.0938, -4.5828], [-0.9960, -5.5912, -5.8744], [-3.9788, -7.6548, -1.5983], [0.9216, -5.8881, -0.9942], [-0.7477, -5.3684, -0.4606], [0.3401, -4.8848, 1.5954], [4.8201, -1.8870, 2.4409], [3.6393, -2.8934, 3.3173], [3.1491, -4.0563, 2.4805], [2.1281, -3.5178, 1.1218], [2.8151, -2.2517, 3.6337], [4.1430, -3.2655, 4.2113], [2.5371, -4.7223, 3.0912], [3.9780, -4.6362, 2.0724], [-2.1583, 3.4128, 4.5674], [-0.7851, 3.2654, 5.2086], [0.4030, 3.0461, 4.2721], [0.4093, 1.7575, 3.4285], [1.8758, 1.5296, 3.0172], [2.0397, 0.4025, 2.0100], [1.1764, 0.6167, 0.7796], [-0.2765, 0.8245, 1.1700], [-0.4381, 1.9577, 2.1719], [-0.0706, 0.5853, 4.2539], [-2.5552, 2.4552, 4.2263], [-2.8693, 3.7984, 5.3016], [-2.1330, 4.1104, 3.7257], [-0.8206, 2.4858, 5.9754], [-0.5820, 4.1943, 5.7531], [1.3048, 3.0074, 4.8908], [0.5160, 3.8851, 3.5796], [2.2330, 2.4717, 2.5910], [2.4405, 1.3175, 3.9289], [3.0891, 0.3437, 1.7086], [1.8043, -0.5638, 2.4663], [1.2631, -0.2412, 0.1077], [1.5365, 1.4916, 0.2262], [-0.6924, -0.1049, 1.5736], [-0.8609, 1.0570, 0.2747], [-1.4816, 2.0359, 2.4702], [-0.1269, 2.9028, 1.7188], [-1.1273, 0.7188, 4.4800], [0.5216, 0.5475, 5.1694], [0.0548, -0.3365, 3.6905], [-0.0866, 6.5723, 1.3076], [-0.6086, 5.3938, 0.5663], [-1.8071, 5.1813, 0.6253], [0.2092, 4.7226, -0.0501], [-0.9173, 7.0704, 1.8036], [0.6363, 6.2083, 2.0367], [0.3831, 7.2351, 0.5820], [0.8211, 0.2115, -3.8896], [0.0452, 1.3691, -3.2746], [0.3406, 2.6621, -3.8794], [-0.1692, 3.7929, -3.1075], [-1.6838, 3.9217, -2.9547], [0.1541, 2.7558, -5.3241], [-1.2296, 2.4316, -5.8858], [1.8964, 0.4051, -3.8748], [0.6372, -0.7037, -3.3194], [0.5156, 0.0170, -4.9205], [0.3140, 1.4072, -2.2119], [-1.0280, 1.1381, -3.3164], [0.2234, 4.7249, -3.5288], [0.2661, 3.7375, -2.1036], [-2.1550, 4.2653, -3.8761], [-1.9121, 4.6666, -2.1864], [-2.1535, 2.9845, -2.6477], [0.8781, 2.0892, -5.8052], [0.4471, 3.7551, -5.6629], [-1.6547, 1.5215, -5.4573], [-1.1581, 2.2783, -6.9667], [-1.9317, 3.2511, -5.7296]], "forces_ev_per_a": [[-1.0, -0.8, 0.0], [0.8, 3.1, 0.5], [0.9, -4.1, 0.6], [0.9, 3.1, 2.3], [1.8, -1.7, -0.4], [-0.7, 3.0, -2.1], [0.6, -1.6, -0.3], [-0.2, 0.9, 0.6], [-0.4, -2.7, -0.2], [1.1, 4.3, -0.2], [-2.0, -1.5, -2.0], [-3.1, 2.2, 0.7], [0.5, -0.5, -0.2], [0.5, -0.9, -0.7], [-0.8, -0.5, 0.5], [0.2, -0.3, -0.1], [-1.2, -0.5, 0.9], [1.0, -1.2, -0.1], [0.7, -0.9, 0.4], [0.0, 0.1, 0.0], [0.0, -0.2, 0.1], [0.1, -0.2, 0.4], [0.4, 0.7, -0.3], [0.1, -0.1, -0.1], [0.0, 0.0, -0.1], [0.0, 0.1, -0.1], [-0.1, 0.2, 0.0], [-0.1, 0.0, 0.0], [-0.2, 0.0, 0.0], [-0.1, -0.2, 0.3], [0.3, 0.3, 0.1], [-0.2, -0.2, -0.1], [0.0, -0.1, -0.1], [0.0, 0.0, -0.2], [0.1, -0.2, -0.1], [-0.1, -0.3, -0.1], [0.1, 0.4, -0.3], [-0.1, 0.1, -0.1], [0.1, 0.0, -0.1], [-0.1, -0.1, 0.0], [0.1, 0.1, -0.1], [0.2, -0.1, -0.1], [0.0, -0.1, -0.2], [0.0, -0.2, -0.1], [-0.2, 0.0, 0.1], [-0.2, 0.1, 0.0], [-0.1, 0.1, 0.2], [0.0, 0.0, 0.0], [0.0, 0.1, 0.1], [0.0, 0.0, 0.0], [0.0, 0.1, 0.0], [-0.1, 0.1, 0.2], [0.1, 0.1, 0.2], [0.1, -0.1, 0.1], [0.1, 0.0, 0.0], [-0.1, 0.0, -0.1], [0.1, 0.1, 0.0], [-0.1, 0.3, 0.1], [-0.1, 0.0, -0.2], [0.6, -0.2, -0.1], [-0.5, 0.2, 0.6], [0.1, -0.1, -0.1], [0.1, 0.1, -0.2], [0.1, -0.1, 0.1], [0.0, 0.0, -0.1], [0.0, 0.0, -0.2], [0.1, 0.3, 0.2], [0.2, -0.1, 0.2], [-0.2, 0.2, 0.0], [0.2, -0.3, -0.2], [-0.2, 0.1, -0.2], [-0.1, 0.1, 0.0], [0.0, 0.1, -0.1], [0.1, 0.0, 0.1], [0.0, 0.3, 0.0], [-0.1, -0.1, 0.1], [0.0, -0.2, -0.2], [0.0, -0.2, -0.2], [0.0, -0.1, 0.0], [0.0, -0.1, 0.0], [0.0, 0.0, 0.0], [0.0, 0.0, 0.1], [0.0, 0.0, 0.3], [0.0, 0.0, 0.0], [0.0, 0.0, 0.1], [0.0, -0.1, 0.0]], "mulliken_charge": [-0.63, 0.08, 0.55, -0.37, 0.48, -0.37, 0.32, -0.51, 0.55, -0.53, -0.46, -0.31, 0.18, 0.08, 0.09, -0.07, 0.28, 0.32, 0.29, -0.19, -0.31, -0.41, -0.19, 0.10, 0.41, 0.29, 0.36, -1.08, -0.51, -0.60, 0.45, -0.76, 0.01, -0.75, -1.04, -0.20, -1.16, 0.28, 0.43, 0.22, 0.30, 0.44, 0.37, 0.28, 0.43, 0.45, 0.45, -0.38, 0.54, 0.28, 0.37, 0.53, 0.50, -0.07, 0.35, 0.38, 0.41, -0.78, 0.84, -0.51, -0.44, 0.32, 0.28, 0.32, -1.61, 0.37, 0.11, -0.49, -0.99, -0.74, -0.94, 0.34, 0.46, 0.35, -0.19, 0.24, 0.33, 0.20, 0.31, 0.38, 0.22, 0.41, 0.35, 0.24, 0.38, 0.26]}

=====

Q: What is the formula in the second record?
A: C20H49B3Cl2N4O7P